Record 1
15
Properties=species:S:1:pos:R:3:nbo_charge:R:1 method="wB97M-V/def2-TZVPD" homo_lumo_gap_ev=11.4 charge=0 smiles="COC(=O)[C@@H](C)O"
C 2.471 -0.062 0.533 -0.27
O 1.110 0.367 0.447 -0.50
C 0.219 -0.561 0.084 0.77
O 0.498 -1.669 -0.313 -0.61
C -1.206 -0.056 0.253 0.00
C -1.539 1.054 -0.743 -0.62
O -2.111 -1.123 0.153 -0.70
H 2.599 -0.671 1.433 0.19
H 3.066 0.848 0.609 0.20
H 2.759 -0.644 -0.344 0.20
H -1.265 0.343 1.273 0.19
H -0.778 1.839 -0.746 0.22
H -2.503 1.492 -0.473 0.22
H -1.626 0.630 -1.749 0.21
H -1.694 -1.788 -0.416 0.49

Record 2
15
Properties=species:S:1:pos:R:3:nbo_charge:R:1 method="wB97M-V/def2-TZVPD" homo_lumo_gap_ev=10.2 charge=0 smiles="C=CC(=O)OC.O"
C 1.918 0.815 -0.448 -0.21
C 0.765 1.040 0.198 -0.44
C -0.377 0.161 -0.115 0.76
O -0.259 -0.920 -0.677 -0.65
O -1.554 0.621 0.317 -0.49
C -2.668 -0.222 0.007 -0.26
H 1.949 0.203 -1.343 0.21
H 2.868 1.234 -0.138 0.21
H 0.651 1.797 0.964 0.23
H -2.546 -1.212 0.458 0.20
H -3.540 0.289 0.413 0.20
H -2.765 -0.337 -1.076 0.20
O 2.250 -1.298 0.490 -0.92
H 1.785 -0.690 1.084 0.47
H 1.521 -1.481 -0.134 0.49

Record 3
15
Properties=species:S:1:pos:R:3:nbo_charge:R:1 method="wB97M-V/def2-TZVPD" homo_lumo_gap_ev=11.3 charge=0 smiles="CC[C@@H](O)C(=O)O"
C 1.404 0.806 -0.577 -0.67
C -0.181 0.721 -0.738 -0.44
C -1.073 -0.193 0.189 -0.02
O -2.004 -0.943 -0.539 -0.71
C -0.237 -1.134 1.035 0.76
O -0.493 -2.302 1.183 -0.58
O 0.781 -0.513 1.629 -0.66
H 1.918 -0.154 -0.418 0.23
H 1.773 1.464 0.235 0.21
H 1.832 1.232 -1.487 0.24
H -0.598 1.736 -0.688 0.22
H -0.398 0.351 -1.743 0.24
H -1.612 0.437 0.922 0.19
H -1.957 -1.840 -0.155 0.50
H 0.846 0.333 1.152 0.50

Record 4
15
Properties=species:S:1:pos:R:3:nbo_charge:R:1 method="wB97M-V/def2-TZVPD" homo_lumo_gap_ev=11.2 charge=0 smiles="COC(=O)[C@@H](C)O"
C -2.462 0.240 0.848 -0.26
O -1.059 -0.025 0.905 -0.51
C -0.311 0.571 -0.042 0.77
O -0.758 1.243 -0.935 -0.58
C 1.152 0.169 0.140 0.00
C 1.385 -1.035 -0.759 -0.63
O 2.020 1.195 -0.275 -0.68
H -2.647 1.313 0.937 0.20
H -2.896 -0.292 1.696 0.20
H -2.895 -0.120 -0.089 0.19
H 1.300 -0.075 1.202 0.18
H 0.883 -1.935 -0.393 0.23
H 2.479 -1.188 -0.835 0.20
H 1.019 -0.786 -1.761 0.23
H 2.790 0.726 -0.640 0.47

Record 5
15
Properties=species:S:1:pos:R:3:nbo_charge:R:1 method="wB97M-V/def2-TZVPD" homo_lumo_gap_ev="8.9 / 6.2" charge=0
C -0.251 0.438 -1.625 -0.69
C -0.433 -0.436 -0.418 0.38
O -1.004 -1.598 -0.697 -0.65
C 0.291 -0.335 0.878 -0.12
O 1.400 -1.185 0.850 -0.70
C 0.719 1.170 1.140 0.46
O 1.859 1.281 1.520 -0.53
H -1.231 0.711 -2.037 0.23
H 0.289 1.353 -1.375 0.23
H 0.290 -0.101 -2.408 0.23
H -1.567 0.840 0.315 -0.01
H -0.844 -2.225 0.029 0.49
H -0.393 -0.597 1.710 0.19
H 2.052 -0.797 1.471 0.49
H -1.177 1.479 0.649 0.01

Record 6
15
Properties=species:S:1:pos:R:3:nbo_charge:R:1 method="wB97M-V/def2-TZVPD" homo_lumo_gap_ev=10.8 charge=0 smiles="C[C@@H](O)[C@@H](O)C=O"
C -0.153 0.716 -1.569 -0.63
C -0.098 0.900 -0.052 0.10
O -1.328 1.484 0.303 -0.70
C 0.214 -0.343 0.854 -0.03
O -0.949 -0.802 1.481 -0.71
C 0.951 -1.476 0.175 0.42
O 0.618 -2.631 0.310 -0.53
H -0.110 1.714 -2.019 0.22
H 0.686 0.139 -1.971 0.20
H -1.094 0.253 -1.878 0.23
H 0.723 1.605 0.149 0.15
H -1.477 1.355 1.248 0.48
H 0.938 0.009 1.617 0.18
H -0.787 -1.724 1.736 0.49
H 1.868 -1.200 -0.383 0.12